Entry 1:
Entry from the OMol25 dataset: a structure of composition C33H29IIrO3PS (the ωB97M-V functional and the def2-TZVPD basis).

Values from the calculation:
Max |F|, eV Å⁻¹: 7.9
Calculated total energy, hartree: -2642.12448

Geometry as ORCA input:
```
! wB97M-V def2-TZVPD RIJCOSX def2/J DEFGRID3
* xyz 0 1
Ir 1.151 0.857 -0.418
O 0.269 3.374 -0.159
C -0.267 2.390 -0.689
C -1.499 2.169 -1.296
C -2.400 3.258 -1.497
C -3.566 3.071 -2.180
C -3.911 1.812 -2.702
C -3.078 0.730 -2.491
C -1.899 0.880 -1.779
P -0.751 -0.463 -1.483
C -0.961 -1.490 -2.970
C -1.912 -2.502 -3.059
C -2.083 -3.173 -4.255
C -1.298 -2.856 -5.353
C -0.347 -1.849 -5.264
C -0.179 -1.165 -4.075
C -1.455 -1.506 -0.169
C -0.857 -2.742 0.076
C -1.214 -3.484 1.184
C -2.183 -3.009 2.053
C -2.797 -1.793 1.803
C -2.427 -1.035 0.707
H -2.118 4.224 -1.101
H -4.242 3.903 -2.323
H -4.832 1.691 -3.249
H -3.351 -0.244 -2.874
H -2.514 -2.749 -2.195
H -2.840 -3.940 -4.334
H -1.430 -3.395 -6.279
H 0.261 -1.594 -6.121
H 0.552 -0.373 -3.984
H -0.103 -3.113 -0.608
H -0.730 -4.430 1.379
H -2.452 -3.582 2.928
H -3.565 -1.425 2.469
H -2.882 -0.070 0.527
I 2.733 -1.384 -0.335
C 1.885 -1.782 1.595
C 2.294 -2.940 2.200
C 1.756 -3.297 3.439
C 0.825 -2.488 4.030
C 0.399 -1.293 3.417
C -0.570 -0.478 4.033
C -1.003 0.670 3.429
C -0.461 1.063 2.197
C 0.483 0.302 1.536
C 0.936 -0.898 2.150
H 3.015 -3.580 1.716
H 2.083 -4.209 3.910
H 0.392 -2.764 4.979
H -0.955 -0.783 4.996
H -1.751 1.296 3.895
H -0.811 1.996 1.776
C 2.151 3.089 2.943
S 3.544 2.025 2.403
C 4.679 3.415 1.962
O 3.112 1.450 1.108
H 2.502 3.769 3.709
H 1.382 2.436 3.346
H 1.752 3.619 2.083
H 5.039 3.885 2.871
H 4.155 4.137 1.347
H 5.516 2.991 1.417
C 3.494 2.451 -1.856
C 2.191 1.710 -1.974
O 1.695 1.395 -3.029
H 3.555 3.217 -2.631
H 4.285 1.713 -2.011
H 3.611 2.892 -0.873
*
```



Entry 2:
Entry from the OMol25 dataset: a structure of composition C33H29N3P2S3Sn (the ωB97M-V functional and the def2-TZVPD basis).

Values from the calculation:
Max |F|, eV Å⁻¹: 1.1
Energy above the lowest of the compared OMol25 structures with the same formula, charge and spin, kcal/mol: 16.0
Calculated total energy, hartree: -3530.29745

Geometry as ORCA input:
```
! wB97M-V def2-TZVPD RIJCOSX def2/J DEFGRID3
* xyz 2 1
Sn 2.541 -1.937 -0.831
S 1.139 1.077 0.367
P -0.511 0.356 1.276
C 0.296 -0.634 0.028
P -0.346 -0.619 -1.660
S 1.314 -0.362 -2.740
C -1.042 -2.249 -2.007
C -1.411 -3.164 -1.027
C -1.972 -4.371 -1.413
C -2.158 -4.660 -2.756
C -1.785 -3.746 -3.731
C -1.230 -2.538 -3.357
C -1.641 0.586 -2.005
C -1.351 1.901 -2.354
C -2.395 2.796 -2.518
C -3.705 2.379 -2.340
C -3.988 1.060 -2.014
C -2.957 0.159 -1.839
C -1.883 1.544 1.194
C -1.608 2.871 0.878
C -2.630 3.803 0.908
C -3.917 3.411 1.248
C -4.176 2.089 1.580
C -3.164 1.147 1.562
C -0.191 -0.195 2.961
C 0.145 0.738 3.937
C 0.395 0.300 5.224
C 0.286 -1.049 5.532
C -0.063 -1.970 4.556
C -0.298 -1.548 3.261
H -1.277 -2.924 0.021
H -2.268 -5.088 -0.662
H -2.593 -5.604 -3.046
H -1.922 -3.977 -4.777
H -0.935 -1.809 -4.102
H -0.322 2.198 -2.513
H -2.188 3.817 -2.804
H -4.517 3.076 -2.475
H -5.008 0.723 -1.913
H -3.166 -0.875 -1.596
H -0.599 3.169 0.627
H -2.415 4.836 0.681
H -4.716 4.136 1.262
H -5.171 1.791 1.867
H -3.369 0.121 1.834
H 0.219 1.785 3.682
H 0.667 1.008 5.992
H 0.465 -1.385 6.541
H -0.169 -3.014 4.808
H -0.568 -2.251 2.484
N 2.748 -3.047 2.466
C 3.077 -2.754 3.730
C 3.394 -1.413 3.763
C 3.237 -0.974 2.452
N 2.843 -1.974 1.671
H 2.480 -3.946 2.093
H 3.082 -3.495 4.505
H 3.709 -0.833 4.606
H 3.388 0.004 2.041
S 4.487 -0.339 -0.765
C 4.298 0.812 -2.048
N 4.374 2.107 -1.687
C 4.255 3.125 -2.554
C 4.037 2.873 -3.885
C 3.966 1.541 -4.311
C 4.107 0.515 -3.401
H 4.546 2.290 -0.702
H 4.335 4.123 -2.154
H 3.930 3.685 -4.585
H 3.798 1.317 -5.353
H 4.072 -0.519 -3.712
*
```



> Among the records above, which one has the highest max |F|?

C33H29IIrO3PS